This record from the OMol25 dataset describes a structure of composition C37H27GaN2O4P2Te. The level of theory is the ωB97M-V functional and the def2-TZVPD basis.

Last column: Mulliken charge in e.
Positions of all 74 atoms, in Å:
Ga1 -0.191 -0.113 -0.129  0.60
O1 2.494 0.568 2.861  -0.71
C1 1.853 0.412 1.845  0.04
O2 0.729 -0.203 1.690  -0.35
C2 2.386 0.982 0.524  0.71
C3 3.550 1.694 0.293  -0.71
C4 3.819 2.090 -1.013  -0.30
C5 2.956 1.770 -2.060  -0.62
C6 1.814 1.057 -1.748  0.55
N1 1.581 0.716 -0.490  0.37
C7 0.723 0.553 -2.697  0.09
O3 0.811 0.747 -3.884  -0.67
O4 -0.236 -0.080 -2.075  -0.35
H1 4.214 1.917 1.116  0.56
H2 4.721 2.651 -1.223  0.44
H3 3.153 2.052 -3.083  0.54
Te1 -4.873 -0.042 1.464  0.28
C8 -4.861 -0.664 3.492  -0.02
C9 -4.913 -2.015 3.813  -0.07
C10 -4.837 -2.394 5.146  -0.50
N2 -4.724 -1.534 6.153  -0.65
C11 -4.699 -0.242 5.843  -0.49
C12 -4.767 0.241 4.543  -0.13
C13 -2.829 -0.069 1.093  -0.90
P1 -1.910 -1.492 0.733  0.61
C14 -2.870 -2.641 -0.288  0.62
C15 -3.163 -2.248 -1.592  -0.54
C16 -3.958 -3.041 -2.400  -0.82
C17 -4.471 -4.236 -1.910  -0.48
C18 -4.179 -4.635 -0.615  -0.81
C19 -3.378 -3.842 0.195  -0.38
C20 -1.368 -2.434 2.179  0.61
C21 -0.660 -3.624 2.020  -0.50
C22 -0.169 -4.293 3.127  -0.76
C23 -0.377 -3.774 4.400  -0.59
C24 -1.065 -2.582 4.560  -0.98
C25 -1.553 -1.909 3.450  -0.36
P2 -1.894 1.339 0.709  1.43
C26 -2.889 2.501 -0.263  0.46
C27 -3.336 2.087 -1.517  -0.19
C28 -4.152 2.908 -2.275  -0.78
C29 -4.529 4.153 -1.785  -0.51
C30 -4.079 4.574 -0.544  -0.76
C31 -3.257 3.753 0.216  -0.49
C32 -1.307 2.303 2.125  0.29
C33 -1.905 2.181 3.373  0.03
C34 -1.392 2.872 4.460  -0.33
C35 -0.276 3.681 4.307  -0.66
C36 0.328 3.803 3.063  -0.73
C37 -0.186 3.113 1.976  -0.24
H4 -4.994 -2.767 3.039  0.41
H5 -4.861 -3.445 5.413  0.39
H6 -4.615 0.449 6.675  0.39
H7 -4.745 1.308 4.361  0.52
H8 -2.756 -1.322 -1.980  0.25
H9 -4.174 -2.731 -3.414  0.43
H10 -5.095 -4.855 -2.541  0.39
H11 -4.578 -5.564 -0.230  0.41
H12 -3.159 -4.160 1.207  0.39
H13 -0.490 -4.033 1.029  0.50
H14 0.380 -5.217 2.999  0.41
H15 0.011 -4.295 5.266  0.41
H16 -1.218 -2.170 5.549  0.49
H17 -2.062 -0.961 3.566  0.41
H18 -3.038 1.118 -1.903  0.40
H19 -4.490 2.581 -3.249  0.42
H20 -5.171 4.793 -2.375  0.38
H21 -4.371 5.543 -0.162  0.41
H22 -2.912 4.088 1.185  0.47
H23 -2.758 1.525 3.496  -0.49
H24 -1.856 2.768 5.433  0.46
H25 0.134 4.205 5.160  0.38
H26 1.208 4.421 2.943  0.42
H27 0.294 3.208 1.005  0.50

Cartesian forces (eV/Å) of the 6 atoms listed first:
Ga 0.053 0.278 0.439
O 0.043 0.047 0.003
C 0.012 0.025 -0.048
O 0.089 -0.048 -0.063
C 0.008 0.000 0.055
C -0.032 -0.051 0.032

Values from the calculation:
Total energy: -4712.249493 Eh
HOMO-LUMO gap: 7.4 eV
LUMO level: -0.44 eV

---

This record from the OMol25 dataset describes a structure of composition C37H28BrN2O4PtSeTe. The level of theory is the ωB97M-V functional and the def2-TZVPD basis.

Last column: Mulliken charge in e.
Positions of all 75 atoms, in Å:
Pt1 0.865 0.774 -1.566  0.42
C1 -1.433 -3.654 3.302  -1.62
C2 -1.086 -2.927 2.027  -0.05
C3 -1.025 -3.585 0.799  -0.50
C4 -0.644 -2.935 -0.357  1.40
C5 -0.653 -3.726 -1.628  -0.43
O1 -1.631 -4.396 -1.907  -0.68
C6 0.535 -3.689 -2.523  0.40
C7 1.794 -3.342 -2.042  0.21
C8 2.886 -3.328 -2.893  -0.93
C9 2.720 -3.643 -4.235  -0.29
C10 1.467 -3.998 -4.718  -0.60
C11 0.378 -4.028 -3.862  -0.55
C12 -0.329 -1.550 -0.359  1.09
O2 0.064 -1.039 -1.482  -1.11
C13 -0.543 -0.838 0.855  -0.98
C14 -0.862 -1.568 2.017  -0.61
C15 -0.624 0.621 0.919  1.28
N1 -0.272 1.411 -0.041  0.72
C16 -0.598 2.848 0.024  -0.40
C17 -1.183 3.477 -1.254  -1.79
Te1 -1.776 2.256 -2.913  0.22
C18 -3.036 0.960 -1.820  -0.13
C19 -2.942 -0.412 -2.047  -0.39
C20 -3.753 -1.300 -1.350  -0.35
C21 -4.668 -0.822 -0.422  -0.40
C22 -4.778 0.546 -0.205  -0.76
C23 -3.968 1.434 -0.902  -0.05
C24 -1.137 1.209 2.197  -1.37
C25 -2.471 1.106 2.574  0.38
C26 -2.896 1.663 3.772  -0.94
C27 -1.990 2.304 4.607  -0.56
C28 -0.654 2.391 4.239  -0.80
C29 -0.229 1.850 3.035  0.02
H1 -1.537 -4.724 3.122  0.40
H2 -2.375 -3.295 3.725  0.30
H3 -0.662 -3.520 4.063  0.36
H4 -1.267 -4.640 0.731  0.38
H5 1.913 -3.063 -1.001  0.29
H6 3.859 -3.021 -2.533  0.44
H7 3.566 -3.571 -4.904  0.42
H8 1.339 -4.230 -5.768  0.38
H9 -0.609 -4.297 -4.218  0.44
H10 -0.962 -1.031 2.952  0.60
H11 0.320 3.377 0.278  0.18
H12 -1.304 3.011 0.832  0.69
H13 -0.456 4.156 -1.699  0.60
H14 -2.062 4.058 -0.983  0.52
H15 -2.206 -0.793 -2.743  0.42
H16 -3.648 -2.365 -1.522  0.40
H17 -5.294 -1.513 0.129  0.40
H18 -5.498 0.928 0.510  0.39
H19 -4.071 2.501 -0.732  0.39
H20 -3.166 0.589 1.924  0.61
H21 -3.938 1.590 4.058  0.41
H22 -2.325 2.731 5.544  0.35
H23 0.060 2.884 4.887  0.42
H24 0.812 1.921 2.736  0.54
Br1 6.002 1.848 3.654  -0.23
C30 4.923 2.287 2.150  0.19
C31 4.972 3.569 1.631  -0.52
C32 4.175 3.879 0.539  -0.60
C33 3.329 2.931 -0.035  0.25
C34 3.313 1.649 0.505  0.34
C35 4.105 1.320 1.596  -1.02
C36 2.473 3.411 -1.211  0.19
O3 2.621 4.574 -1.561  -0.76
O4 1.587 2.645 -1.748  -0.55
H25 5.624 4.310 2.073  0.41
H26 4.189 4.869 0.106  0.47
H27 2.671 0.897 0.074  0.64
H28 4.085 0.318 2.006  0.46
Se1 4.649 -0.346 -4.464  -0.30
C37 3.126 -0.053 -3.563  0.22
N2 2.140 0.136 -2.979  -0.38

Cartesian forces (eV/Å) of the 6 atoms listed first:
Pt 0.285 -0.029 0.001
C 0.003 -0.016 -0.013
C -0.004 0.049 0.036
C 0.027 0.016 -0.059
C -0.027 -0.155 0.105
C 0.026 0.184 -0.141

Values from the calculation:
Net charge: -1
Total energy: -7200.153377 Eh
HOMO-LUMO gap: 6.8 eV
LUMO level: 2.01 eV

---

This record from the OMol25 dataset describes a structure of composition C37H28Cl5N2O6PtS5. The level of theory is the ωB97M-V functional and the def2-TZVPD basis.

Last column: Mulliken spin population.
Positions of all 84 atoms, in Å:
Pt1 0.078 -0.331 -1.049  1.31
O1 -1.586 0.431 0.181  0.05
S1 -2.316 0.623 1.472  0.03
C1 -2.169 -0.953 2.426  0.00
C2 -0.915 -1.191 3.269  0.00
C3 0.190 -1.950 2.530  0.00
C4 -0.170 -3.402 2.222  0.00
S2 0.033 -3.807 0.409  0.02
O2 -0.011 -2.507 -0.333  0.06
C5 -1.601 -4.510 0.151  0.00
C6 -2.542 -3.768 -0.541  0.00
C7 -3.781 -4.335 -0.804  0.00
C8 -4.054 -5.628 -0.383  0.00
C9 -3.097 -6.363 0.308  0.00
C10 -1.856 -5.807 0.574  0.00
C11 -1.294 1.724 2.471  -0.01
C12 -1.789 2.231 3.664  0.00
C13 -1.031 3.149 4.374  0.00
C14 0.200 3.562 3.881  0.00
C15 0.677 3.063 2.677  0.00
C16 -0.076 2.143 1.962  0.01
H1 -2.281 -1.697 1.632  0.00
H2 -3.071 -0.976 3.039  0.00
H3 -1.198 -1.748 4.165  0.00
H4 -0.507 -0.238 3.605  0.00
H5 1.101 -1.922 3.127  0.00
H6 0.404 -1.422 1.600  0.01
H7 -1.196 -3.643 2.493  0.00
H8 0.496 -4.100 2.727  0.00
H9 -2.305 -2.764 -0.872  0.00
H10 -4.525 -3.765 -1.346  0.00
H11 -5.014 -6.075 -0.602  0.00
H12 -3.313 -7.373 0.629  0.00
H13 -1.098 -6.376 1.101  0.00
H14 -2.759 1.917 4.034  0.00
H15 -1.406 3.551 5.305  0.00
H16 0.779 4.292 4.432  0.00
H17 1.628 3.402 2.285  0.00
H18 0.267 1.770 1.006  0.02
Cl1 4.073 1.754 -6.672  0.07
C17 2.989 1.672 -5.372  0.25
C18 2.769 0.439 -4.715  -0.05
Cl2 3.589 -0.962 -5.249  0.00
C19 1.904 0.371 -3.652  0.14
Cl3 1.612 -1.143 -2.902  0.13
C20 1.230 1.540 -3.147  0.14
O3 0.496 1.546 -2.135  0.39
C21 1.447 2.769 -3.874  0.17
Cl4 0.597 4.141 -3.346  0.05
C22 2.302 2.827 -4.953  -0.07
Cl5 2.536 4.303 -5.784  -0.01
S3 5.124 0.784 4.988  0.46
C23 4.378 0.986 3.528  -0.13
S4 3.660 -0.396 2.749  -0.02
C24 3.173 0.637 1.400  0.04
N1 3.507 1.888 1.604  0.20
N2 4.170 2.106 2.740  0.18
C25 4.592 3.470 2.922  0.00
C26 5.397 3.915 3.971  0.05
C27 5.786 5.243 4.024  -0.03
C28 5.378 6.141 3.050  0.06
C29 4.561 5.706 2.017  -0.02
C30 4.169 4.384 1.948  0.04
S5 2.516 -0.019 -0.005  0.24
H19 5.724 3.245 4.739  0.00
H20 6.420 5.574 4.835  0.00
H21 5.697 7.173 3.098  0.00
H22 4.235 6.401 1.256  0.00
H23 3.545 4.041 1.139  0.00
O4 -5.498 -1.129 -2.947  0.00
C31 -4.702 -1.510 -3.948  0.00
C32 -5.285 -1.956 -5.140  0.00
C33 -4.498 -2.379 -6.191  0.00
C34 -3.110 -2.362 -6.087  0.00
C35 -2.522 -1.916 -4.918  0.00
C36 -3.298 -1.491 -3.844  0.01
C37 -2.646 -1.035 -2.556  0.00
O5 -3.368 -0.785 -1.574  0.00
O6 -1.369 -0.997 -2.590  0.19
H24 -4.902 -0.900 -2.196  0.00
H25 -6.365 -1.961 -5.204  0.00
H26 -4.966 -2.731 -7.101  0.00
H27 -2.494 -2.697 -6.912  0.00
H28 -1.445 -1.893 -4.816  0.00

Cartesian forces (eV/Å) of the 6 atoms listed first:
Pt -0.956 -0.378 -0.155
O 0.436 0.258 -0.186
S 0.231 -0.261 0.528
C 0.100 0.296 0.021
C 0.070 -0.104 -0.146
C -0.025 0.126 0.030

Values from the calculation:
Net charge: +1
Total energy: -6398.528150 Eh
HOMO-LUMO gap (alpha / beta): 6.5 / 3.3 eV
LUMO level (alpha / beta): -3.03 / -6.29 eV
Multiplicity: 5
Expectation value of S²: 6.090